Below is a molecular structure, C31H25AsCl2MgOS3, with properties calculated with ωB97M-V/def2-TZVPD.

```
64
Properties=species:S:1:pos:R:3:forces:R:3:lowdin_charge:R:1
Mg -1.283519 -1.041855 0.861866 -0.12 0.23 0.13 0.112
Cl 1.374714 -0.605613 0.464046 0.09 -0.04 -0.05 0.727
C 2.010249 -0.710207 2.093761 -0.01 -0.05 0.20 -0.613
C 3.391093 -0.761111 2.190787 -0.02 -0.04 -0.23 -0.135
C 3.985819 -0.858106 3.431819 0.07 -0.01 0.10 -0.096
C 3.180830 -0.915221 4.559077 -0.02 -0.01 0.02 -0.125
C 1.803332 -0.856953 4.439321 -0.03 0.04 -0.17 -0.684
Cl 0.884189 -0.933784 5.907821 -0.02 0.02 -0.04 0.657
C 1.138984 -0.728064 3.194507 0.07 -0.04 0.08 -0.706
S -0.601451 -0.568147 3.140790 0.00 -0.02 -0.05 0.549
H 3.985594 -0.727304 1.285577 -0.04 -0.01 0.05 0.103
H 5.065290 -0.888344 3.522176 -0.09 0.00 0.00 0.105
H 3.614031 -0.999813 5.546969 -0.02 0.00 -0.03 0.101
S -3.135998 -1.086109 -0.717267 0.04 0.10 0.19 0.530
C -3.822898 0.548684 -0.795144 -0.03 -0.02 -0.05 -0.704
C -5.202350 0.687395 -0.995532 0.06 0.01 -0.01 -0.129
C -5.781090 1.938008 -1.137993 0.03 -0.05 0.01 -0.092
C -4.998725 3.085515 -1.082960 -0.01 0.00 0.00 -0.096
C -3.635769 2.966260 -0.867346 0.03 -0.08 0.03 -0.098
C -3.043701 1.713342 -0.719739 -0.03 -0.04 -0.06 -0.411
As -1.157636 1.476054 -0.332021 -0.38 0.23 -0.17 1.259
C -0.697877 3.254690 0.295351 0.05 -0.09 0.11 -0.387
C -0.979980 3.500575 1.638321 0.09 0.07 -0.03 -0.111
C -0.729169 4.748484 2.188250 0.02 0.05 -0.04 -0.079
C -0.180159 5.755039 1.402167 -0.01 -0.03 0.04 -0.090
C 0.113332 5.509495 0.068835 0.00 -0.03 0.00 -0.085
C -0.144312 4.261067 -0.485459 -0.09 0.05 -0.03 -0.107
C -0.395125 1.414909 -2.119952 0.09 -0.06 0.00 -0.377
C 0.964054 1.667831 -2.304299 -0.05 -0.07 0.00 -0.148
C 1.543378 1.526591 -3.557965 -0.02 0.00 0.00 -0.090
C 0.771543 1.110662 -4.634486 -0.06 0.00 0.00 -0.094
C -0.578784 0.838843 -4.451820 0.05 0.00 -0.01 -0.080
C -1.161822 0.988988 -3.200144 0.04 0.08 -0.05 -0.094
H -5.809690 -0.208706 -1.039601 0.01 0.04 -0.01 0.093
H -6.851250 2.018846 -1.290987 0.04 -0.02 0.00 0.101
H -5.447172 4.064278 -1.201553 0.01 -0.03 0.01 0.098
H -3.024442 3.857283 -0.811530 0.04 0.04 0.02 0.097
H -1.388436 2.710153 2.255944 -0.01 -0.04 0.05 0.092
H -0.955976 4.934531 3.230440 0.01 -0.01 -0.01 0.104
H 0.022638 6.728993 1.831136 -0.01 -0.03 -0.01 0.101
H 0.540114 6.291698 -0.546009 0.00 0.00 0.00 0.102
H 0.066761 4.083385 -1.531849 0.02 0.00 -0.02 0.096
H 1.574541 1.975301 -1.464087 0.04 0.03 0.03 0.094
H 2.596728 1.739999 -3.693182 -0.02 -0.01 0.01 0.101
H 1.221392 1.000845 -5.613956 -0.02 -0.01 0.03 0.100
H -1.183421 0.506143 -5.286919 0.01 0.02 0.02 0.103
H -2.214682 0.777838 -3.066687 -0.02 -0.02 0.01 0.092
C -1.015412 -5.451302 -0.243789 -0.23 0.01 -0.05 -0.210
S -0.537221 -3.751169 -0.523117 0.20 -0.08 0.02 0.968
O -1.054983 -3.016493 0.703644 0.33 -0.32 -0.24 -0.632
C 1.214478 -4.003453 -0.249668 -0.10 0.12 0.20 -0.424
C 2.070268 -4.060695 -1.335834 -0.06 -0.03 -0.12 -0.084
C 3.426354 -4.258709 -1.110086 0.04 -0.01 0.00 -0.070
C 3.903755 -4.379380 0.187771 -0.01 0.02 0.03 -0.068
C 3.031948 -4.301384 1.270247 0.02 0.04 -0.03 -0.062
C 1.676642 -4.109985 1.055538 0.03 0.02 0.02 -0.081
H -0.690728 -5.738785 0.755233 -0.01 -0.01 -0.02 0.068
H -0.526656 -6.058791 -1.008111 -0.05 0.03 0.08 0.069
H -2.100362 -5.513430 -0.338578 0.09 0.00 0.01 0.065
H 1.686644 -3.948876 -2.345678 0.03 0.02 0.08 0.115
H 4.110526 -4.304335 -1.948832 -0.04 0.00 0.04 0.109
H 4.964678 -4.518243 0.360549 -0.06 0.00 -0.01 0.108
H 3.409671 -4.369262 2.282954 -0.01 0.00 -0.04 0.114
H 0.987211 -4.008092 1.887256 0.02 0.01 -0.04 0.124
```
Forces are in eV/Å.

Calculated values
E_HOMO   -7.4 eV
LUMO energy   0.2 eV
Orbital gap   7.570 eV
Charge   0